# 1
{
  "formula": "C41H46AsBI2IrN3O5S",
  "method": "ωB97M-V/def2-TZVPD",
  "relative_energy_ev": 1.604,
  "homo_lumo_gap_ev": [3.94, 6.14],
  "spin_multiplicity": 5,
  "largest_force_ev_per_a": 1.53,
  "elements": ["Ir", "I", "C", "C", "C", "I", "C", "O", "C", "C", "N", "C", "C", "C", "C", "C", "C", "N", "C", "H", "H", "H", "H", "H", "H", "H", "H", "H", "H", "H", "C", "As", "C", "C", "S", "H", "H", "H", "H", "H", "H", "H", "H", "H", "C", "C", "C", "C", "C", "C", "C", "C", "O", "B", "O", "C", "C", "H", "H", "H", "H", "H", "H", "H", "H", "H", "H", "H", "H", "C", "C", "C", "C", "C", "C", "N", "C", "C", "C", "C", "C", "C", "C", "O", "O", "C", "C", "H", "H", "H", "H", "H", "H", "H", "H", "H", "H", "H", "H", "H", "H"],
  "positions_angstrom": [[-0.65643, 2.27236, -0.00391], [-6.95526, 3.54905, 5.00927], [-5.57791, 2.81288, 3.57191], [-5.93638, 1.76580, 2.76046], [-5.00885, 1.27039, 1.82906], [-5.87052, 0.40384, -0.04420], [-3.72983, 1.84084, 1.76878], [-2.79375, 1.36316, 0.83977], [-3.36365, 2.87306, 2.61805], [-1.97982, 3.45732, 2.69342], [-1.44924, 3.98263, 1.41901], [-0.38290, 4.96749, 1.66177], [0.82015, 4.84969, 0.75593], [1.94169, 5.61975, 1.00833], [3.08014, 5.44646, 0.23754], [3.04270, 4.50419, -0.78324], [1.88318, 3.79268, -0.98510], [0.78433, 3.95593, -0.23212], [-4.31634, 3.38974, 3.51004], [-6.92239, 1.31784, 2.81759], [-1.25662, 2.71748, 3.04480], [-2.01640, 4.25844, 3.43882], [-2.20745, 4.41959, 0.90489], [-0.01454, 4.82185, 2.67864], [-0.77330, 5.98711, 1.60324], [1.92476, 6.33097, 1.82463], [3.97580, 6.01772, 0.43788], [3.90634, 4.31197, -1.40443], [1.80906, 3.05740, -1.77783], [-4.05781, 4.22770, 4.14399], [1.35021, 1.60792, 5.23433], [0.66306, 0.61541, 3.71168], [-1.18527, 0.23915, 4.17748], [1.53066, -1.11678, 3.76883], [1.17293, 1.63091, 1.94678], [1.26480, 1.02648, 6.15123], [0.77779, 2.52951, 5.32937], [2.39103, 1.86133, 5.04503], [-1.17698, -0.48034, 4.99509], [-1.71851, -0.17349, 3.32096], [-1.68151, 1.15122, 4.50342], [1.46498, -1.53627, 4.77189], [2.57242, -1.00064, 3.47854], [1.03206, -1.77414, 3.05829], [-3.71042, -6.22113, 0.65097], [-2.49752, -5.84462, -0.21370], [-2.55643, -6.67581, -1.49706], [-1.20314, -6.19304, 0.53936], [-2.48906, -4.34252, -0.49621], [-2.26971, -3.82656, -1.77079], [-2.22610, -2.45738, -2.03394], [-2.41857, -1.60825, -0.97306], [-2.49000, -0.23988, -0.94674], [-2.82472, 0.06692, 0.35948], [-2.81942, -1.06163, 1.18051], [-2.62952, -2.10727, 0.30845], [-2.65883, -3.45317, 0.57347], [-3.78031, -7.30653, 0.74580], [-4.63224, -5.85541, 0.19608], [-3.63774, -5.80863, 1.65726], [-2.61717, -7.73465, -1.24088], [-1.66423, -6.53470, -2.10893], [-3.43708, -6.41938, -2.08869], [-1.16992, -7.25822, 0.78239], [-1.13206, -5.62736, 1.46957], [-0.33266, -5.95018, -0.07294], [-2.14083, -4.49735, -2.60874], [-2.05052, -2.07702, -3.03199], [-2.82924, -3.79596, 1.58511], [6.63692, -0.46587, -0.49812], [5.82624, -0.14114, -1.72592], [6.44132, 0.45280, -2.82444], [5.70868, 0.77123, -3.95516], [4.34724, 0.52889, -3.99827], [3.70898, -0.05016, -2.90054], [2.32674, -0.22485, -2.84204], [1.39968, -0.13258, -3.86570], [1.67374, -0.64114, -5.14060], [0.72167, -0.59599, -6.14032], [-0.52973, -0.03944, -5.91014], [-0.81683, 0.47688, -4.66165], [0.11802, 0.43148, -3.63114], [-0.25925, 1.05774, -2.33621], [-1.04397, 2.03057, -2.30599], [0.24791, 0.63337, -1.23683], [4.45826, -0.41544, -1.76425], [3.75261, -1.07709, -0.60771], [7.65821, -0.10294, -0.60238], [6.67809, -1.54374, -0.32711], [6.19655, -0.00401, 0.38786], [7.50117, 0.67614, -2.79104], [6.19713, 1.23222, -4.80453], [3.76909, 0.82645, -4.86216], [1.90887, -0.08241, -1.93131], [2.63265, -1.10461, -5.32852], [0.95204, -1.00983, -7.11405], [-1.26887, -0.01039, -6.69916], [-1.77815, 0.92890, -4.45266], [2.97214, -1.74686, -0.96991], [3.27727, -0.33378, 0.04086], [4.44656, -1.66023, -0.00553]],
  "lowdin_charge": [1.229, 0.776, -0.721, -0.248, -0.521, 0.741, -0.273, 0.024, -0.177, -0.179, -0.124, -0.148, -0.293, -0.018, -0.036, -0.039, -0.107, -0.047, -0.147, 0.076, 0.053, 0.119, 0.136, 0.121, 0.140, 0.122, 0.114, 0.114, 0.117, 0.081, -0.253, 0.703, -0.206, -0.248, 0.185, 0.040, 0.033, 0.034, 0.047, 0.036, 0.036, 0.039, 0.035, 0.041, -0.051, -0.561, -0.071, -0.048, -0.173, -0.021, 0.037, -0.179, 0.170, -0.940, 0.193, -0.168, 0.062, 0.082, 0.095, 0.073, 0.083, 0.080, 0.092, 0.084, 0.077, 0.088, 0.100, 0.121, 0.124, -0.054, -0.240, -0.069, -0.090, -0.036, -0.194, 0.100, -0.174, -0.032, -0.078, -0.085, -0.024, -0.068, -0.619, -0.052, -0.155, -0.164, -0.032, 0.073, 0.082, 0.082, 0.103, 0.101, 0.103, 0.096, 0.113, 0.105, 0.101, 0.125, 0.087, 0.073, 0.068]
}

---

# 2
{
  "formula": "C4H4N4",
  "method": "ωB97M-V/def2-TZVPD",
  "smiles": "[H]/N=c1\\ccnncn1",
  "relative_energy_ev": 4.417,
  "homo_lumo_gap_ev": 8.21,
  "largest_force_ev_per_a": 3.89,
  "elements": ["H", "N", "C", "C", "C", "N", "N", "C", "N", "H", "H", "H"],
  "positions_angstrom": [[-0.93216, -1.97153, 1.96904], [-1.27951, -1.78074, 1.09856], [-0.77736, -0.76770, 0.61752], [0.20672, 0.21386, 1.26278], [1.29465, 0.67545, 0.73033], [1.63005, 0.61324, -0.59888], [0.85544, 0.69151, -1.61822], [-0.57263, 0.51386, -1.31910], [-1.29136, -0.13398, -0.47848], [0.10870, 0.44506, 2.26170], [1.94440, 1.25156, 1.23432], [-1.43154, 0.73188, -2.03512]],
  "nbo_charge": [0.338, -0.581, 0.362, -0.202, -0.079, -0.121, -0.146, 0.187, -0.409, 0.214, 0.216, 0.220]
}

---

# 3
{
  "formula": "C10H28CrN2O7P",
  "method": "ωB97M-V/def2-TZVPD",
  "homo_lumo_gap_ev": [6.58, 6.79],
  "spin_multiplicity": 6,
  "largest_force_ev_per_a": 3.28,
  "elements": ["Cr", "P", "O", "O", "O", "O", "C", "C", "O", "H", "H", "H", "H", "H", "H", "C", "C", "C", "O", "C", "N", "H", "H", "H", "H", "H", "H", "H", "H", "H", "H", "H", "C", "C", "C", "O", "C", "N", "H", "H", "H", "H", "H", "H", "H", "H", "H", "H", "H"],
  "positions_angstrom": [[0.68240, -0.66696, 0.34248], [2.87302, -1.80141, 1.39696], [2.64445, -3.18825, 2.06665], [4.38694, -1.34396, 1.47557], [1.97236, -0.69441, 1.91983], [2.19925, -1.85112, -0.07303], [-0.81239, -4.15726, 3.42417], [-0.62054, -3.85841, 1.88145], [-0.12480, -2.52400, 1.75810], [-1.14628, -5.18675, 3.55368], [-1.58488, -3.49240, 3.81060], [0.10617, -4.00523, 3.99095], [-1.48171, -4.16473, 1.28760], [0.16359, -4.50336, 1.48486], [0.71673, -2.54842, 2.21943], [1.50051, 3.24372, 0.72711], [0.94293, 2.59271, -0.57378], [1.51570, 3.23699, -1.89054], [0.87537, 2.71549, -3.09600], [1.29952, 3.43532, -4.20518], [1.38003, 1.20354, -0.62019], [2.57375, 3.33126, 0.55799], [1.37724, 2.64122, 1.62705], [1.09115, 4.22463, 0.96866], [-0.14527, 2.65541, -0.57275], [2.57525, 3.00060, -1.98837], [1.40467, 4.31154, -1.74516], [0.86606, 2.86480, -5.02660], [2.35295, 3.66354, -4.36730], [0.73505, 4.35752, -4.06729], [1.54048, 1.11031, -1.61299], [2.36384, 1.21457, -0.39196], [-2.93181, -0.58026, -2.22325], [-1.80623, -0.09326, -1.19080], [-2.27269, -0.09645, 0.21693], [-1.25140, 0.07373, 1.21378], [-1.68735, -0.05966, 2.52465], [-0.74785, -1.05667, -1.37641], [-2.56479, -0.76398, -3.23303], [-3.62847, 0.25601, -2.28167], [-3.43991, -1.52217, -2.01653], [-1.31879, 0.85130, -1.43227], [-2.93117, -0.94390, 0.40752], [-2.91136, 0.77720, 0.34709], [-0.92714, -0.49283, 3.17468], [-2.68755, -0.48965, 2.57744], [-1.73748, 0.95731, 2.91373], [-1.08821, -1.95453, -1.68960], [-0.29133, -0.67874, -2.19424]],
  "nbo_charge": [1.243, 2.413, -0.961, -0.682, -1.161, -1.142, -0.630, -0.062, -0.783, 0.204, 0.195, 0.222, 0.169, 0.184, 0.515, -0.626, -0.053, -0.091, -0.553, -0.251, -0.861, 0.207, 0.242, 0.219, 0.189, 0.172, 0.181, 0.196, 0.179, 0.169, 0.375, 0.383, -0.628, -0.075, -0.071, -0.556, -0.242, -0.822, 0.221, 0.219, 0.221, 0.208, 0.188, 0.184, 0.230, 0.182, 0.173, 0.386, 0.380]
}

---

# 4
{
  "formula": "C51H61N3O6",
  "method": "ωB97M-V/def2-TZVPD",
  "relative_energy_ev": 1.513,
  "homo_lumo_gap_ev": 5.18,
  "largest_force_ev_per_a": 2.68,
  "elements": ["C", "C", "C", "C", "C", "C", "C", "C", "C", "C", "C", "C", "C", "C", "N", "C", "C", "C", "C", "C", "C", "N", "O", "O", "C", "C", "N", "C", "C", "C", "C", "C", "C", "C", "C", "C", "C", "C", "C", "C", "C", "C", "C", "H", "H", "H", "H", "H", "H", "H", "H", "H", "H", "H", "H", "H", "H", "H", "H", "H", "H", "H", "H", "H", "H", "H", "H", "H", "H", "H", "H", "H", "H", "H", "H", "H", "H", "H", "H", "H", "H", "H", "H", "H", "H", "H", "H", "H", "H", "H", "H", "H", "C", "C", "C", "O", "C", "O", "C", "C", "C", "C", "C", "C", "C", "C", "C", "O", "O", "H", "H", "H", "H", "H", "H", "H", "H", "H", "H", "H", "H"],
  "positions_angstrom": [[3.32867, -1.31033, -3.13021], [2.23081, -2.34363, -2.93541], [1.09757, -2.03054, -3.92008], [2.80103, -3.74040, -3.25292], [1.65116, -2.34825, -1.48683], [0.64666, -3.27229, -1.20503], [0.08886, -3.36863, 0.07044], [0.61918, -2.58806, 1.10690], [1.80377, -1.87254, 0.93115], [2.73403, -1.58423, 2.12966], [2.62749, -0.16985, 2.67848], [4.16740, -1.85510, 1.68863], [2.36212, -2.53685, 3.26857], [2.02338, -1.46817, -0.41972], [2.05027, -0.06605, -0.63895], [0.91715, 0.67215, -0.95016], [-0.37660, 0.14380, -0.99763], [-1.29134, 0.67371, -1.98660], [-0.69989, 1.06656, -3.22808], [-1.32178, 1.93070, -4.09291], [-2.59501, 2.42946, -3.70726], [-2.86488, 3.76801, -4.10046], [-3.78213, 4.40839, -3.54667], [-2.09429, 4.27918, -4.95755], [-3.32106, 1.82772, -2.65812], [-2.68480, 0.93115, -1.82951], [1.32456, 2.00447, -0.95622], [0.51341, 3.17808, -1.17553], [-0.60112, 3.43575, -0.31817], [-0.70996, 2.99924, 1.17907], [-1.98313, 3.55867, 1.82708], [0.51293, 3.58471, 1.88369], [-0.75429, 1.50455, 1.46321], [-1.56712, 4.33212, -0.78613], [-1.26352, 5.28780, -1.74435], [-0.00940, 5.25785, -2.32304], [0.80874, 4.11941, -2.21292], [1.93174, 4.13675, -3.30573], [1.36776, 4.78272, -4.60143], [2.50207, 2.78678, -3.69969], [3.07369, 5.03265, -2.80361], [2.67637, 2.05465, -0.59477], [3.08922, 0.79831, -0.35520], [4.13862, -1.43515, -2.40541], [3.75039, -1.42009, -4.13782], [2.92131, -0.29834, -3.05912], [0.36305, -2.84453, -3.98172], [0.56128, -1.13361, -3.58205], [1.49604, -1.83044, -4.92752], [2.02830, -4.51879, -3.21211], [3.24529, -3.76639, -4.25858], [3.58622, -4.00612, -2.53189], [0.27040, -3.93245, -1.99417], [-0.73963, -4.05152, 0.27735], [0.12376, -2.55530, 2.07989], [1.59648, 0.05415, 2.96834], [3.24091, -0.10970, 3.58671], [2.98765, 0.58352, 1.97283], [4.24542, -2.85680, 1.24344], [4.49848, -1.13047, 0.93912], [4.83633, -1.78348, 2.55052], [2.28694, -3.57804, 2.93244], [3.09352, -2.46710, 4.07758], [1.40325, -2.25053, 3.70818], [-0.66911, -0.68758, -0.34517], [0.30463, 0.70917, -3.45839], [-0.84141, 2.29543, -5.00150], [-4.36014, 2.14752, -2.51054], [-3.24984, 0.45198, -1.02705], [-2.88797, 3.17306, 1.33524], [-2.02057, 3.24321, 2.88003], [-1.99285, 4.65691, 1.80512], [1.43825, 3.23103, 1.41150], [0.47646, 4.67869, 1.80314], [0.51408, 3.28939, 2.94101], [0.17243, 1.00834, 1.15087], [-0.85039, 1.28044, 2.54000], [-1.61602, 1.02985, 0.97402], [-2.56387, 4.37827, -0.34003], [-1.98759, 6.05811, -2.02685], [0.27297, 6.10324, -2.96178], [1.42655, 5.88197, -4.54442], [1.94584, 4.48340, -5.49460], [0.31329, 4.50302, -4.77816], [3.04569, 2.31479, -2.87826], [1.71355, 2.11659, -4.06424], [3.22885, 2.93041, -4.51858], [3.45456, 4.66945, -1.84117], [3.91176, 5.05329, -3.51868], [2.71728, 6.06014, -2.66119], [3.22069, 2.98960, -0.57435], [4.06387, 0.45157, -0.05620], [-1.22458, -4.51094, 5.22424], [-1.52105, -3.10764, 5.71708], [-1.38604, -2.98727, 7.24260], [-0.61958, -2.11789, 5.13100], [-0.92175, -1.53550, 3.93253], [-0.23535, -0.59253, 3.56167], [-2.06518, -2.06130, 3.21090], [-2.26842, -2.05670, 1.84350], [-3.28838, -2.96604, 1.33713], [-3.60503, -4.14091, 2.08641], [-4.75208, -4.88024, 1.81551], [-5.51850, -4.57118, 0.68464], [-5.15158, -3.50678, -0.15246], [-4.03566, -2.72918, 0.15728], [-3.18986, -2.14494, 4.19324], [-4.29945, -1.70502, 4.01237], [-2.88380, -2.72258, 5.40812], [-1.28135, -4.56153, 4.12752], [-0.22768, -4.84288, 5.55940], [-1.95925, -5.20870, 5.66020], [-1.68494, -1.98063, 7.55881], [-2.04995, -3.71571, 7.72148], [-0.35974, -3.19451, 7.57052], [-1.72171, -1.34166, 1.23291], [-2.94591, -4.44178, 2.90840], [-5.06137, -5.68078, 2.50080], [-6.41425, -5.14764, 0.46945], [-5.74239, -3.25920, -1.04142], [-3.72986, -1.88886, -0.46561]],
  "lowdin_charge": [-0.050, -0.536, -0.037, -0.047, -0.086, -0.040, -0.052, -0.050, -0.063, -0.521, -0.033, -0.035, -0.047, -0.090, 0.059, -0.184, -0.043, -0.192, -0.055, 0.015, -0.180, -0.330, 0.028, 0.001, -0.009, -0.032, 0.072, -0.069, -0.070, -0.505, -0.068, -0.026, -0.064, -0.039, -0.054, -0.049, -0.064, -0.518, -0.058, -0.055, -0.044, -0.051, -0.063, 0.090, 0.091, 0.069, 0.086, 0.056, 0.095, 0.077, 0.090, 0.091, 0.114, 0.109, 0.084, 0.062, 0.097, 0.062, 0.099, 0.060, 0.092, 0.099, 0.095, 0.053, 0.095, 0.079, 0.120, 0.125, 0.100, 0.090, 0.092, 0.090, 0.070, 0.096, 0.095, 0.069, 0.079, 0.080, 0.112, 0.120, 0.115, 0.079, 0.089, 0.070, 0.057, 0.074, 0.094, 0.068, 0.094, 0.086, 0.123, 0.115, 0.020, -0.494, 0.021, 0.085, -0.412, 0.088, -0.053, 0.077, -0.190, -0.020, -0.058, -0.066, -0.064, -0.006, -0.403, 0.159, 0.071, 0.079, 0.105, 0.107, 0.101, 0.097, 0.098, 0.109, 0.100, 0.115, 0.105, 0.111, 0.104]
}

---

# 5
{
  "formula": "C3H7O4",
  "method": "ωB97M-V/def2-TZVPD",
  "relative_energy_ev": 0.286,
  "homo_lumo_gap_ev": 8.34,
  "total_charge": -1,
  "largest_force_ev_per_a": 0.88,
  "elements": ["O", "C", "O", "C", "C", "O", "H", "H", "H", "H", "H", "H", "H", "O"],
  "positions_angstrom": [[0.30685, 0.95752, 1.08793], [0.45738, -0.28466, 0.98536], [0.71433, -1.12369, 1.86726], [0.16444, -0.90280, -0.41304], [0.13583, 0.00295, -1.63497], [1.21875, -0.22042, -2.54608], [-0.81168, -1.37702, -0.26402], [0.72991, -1.82311, -0.59632], [-0.78981, -0.16562, -2.14738], [0.16753, 1.03711, -1.30863], [1.56071, -1.09323, -2.33700], [-2.61922, 0.57926, 1.31385], [-1.44563, 1.33656, 0.77883], [-2.40624, 1.45925, 0.97638]],
  "nbo_charge": [-0.801, 0.773, -0.762, -0.565, -0.077, -0.737, 0.210, 0.195, 0.139, 0.201, 0.456, 0.452, 0.505, -0.989]
}

---

# 6
{
  "formula": "C2H9N3O",
  "method": "ωB97M-V/def2-TZVPD",
  "relative_energy_ev": 4.414,
  "homo_lumo_gap_ev": 8.79,
  "largest_force_ev_per_a": 3.74,
  "elements": ["C", "C", "N", "N", "N", "O", "H", "H", "H", "H", "H", "H", "H", "H", "H"],
  "positions_angstrom": [[1.08597, -1.38664, 0.33747], [-0.07369, -0.72940, -0.45176], [-2.21162, 0.08547, -0.49799], [-0.78423, 0.51207, 1.28909], [-0.94536, -0.00134, 0.15666], [1.23021, 1.58203, -0.43642], [0.64117, -1.76704, 1.36542], [1.94046, -0.80685, 0.54302], [1.40388, -2.21232, -0.23664], [-0.26683, -1.17184, -1.44200], [-2.09030, -0.10012, -1.48746], [-2.76554, 0.88118, -0.23894], [0.52079, 1.60944, 0.27334], [-1.55761, 0.96879, 1.72272], [1.67297, 0.77794, -0.15228]],
  "nbo_charge": [-0.639, -0.059, -0.660, -0.673, 0.106, -0.953, 0.235, 0.199, 0.216, 0.199, 0.378, 0.376, 0.475, 0.344, 0.455]
}